{
  "formula": "C4H6FN2",
  "method": "wB97M-V/def2-TZVPD",
  "species": ["C", "C", "C", "C", "N", "N", "F", "H", "H", "H", "H", "H", "H"],
  "coordinates": [[-2.10, 0.48, -0.72], [-2.15, -0.13, 0.49], [-0.10, 0.05, 0.14], [1.39, -0.09, 0.15], [-0.79, 0.59, -0.94], [-0.99, -0.46, 0.93], [-5.03, 0.16, 0.05], [-2.85, 0.87, -1.31], [1.87, -0.90, -0.42], [1.86, 0.81, -0.24], [1.58, -0.36, 1.21], [-0.39, 1.06, -1.76], [-5.94, 0.30, -0.22]],
  "gap_ev": [9.34, 6.88],
  "e_tot_ha": -364.9828,
  "multiplicity": 1,
  "de_lowest_kj_mol": 376.30,
  "charge": 1
}